Entry 1:
# C5H7NOS

One molecule with the formula C5H7NOS in a non-equilibrium geometry (ωB97M-V/def2-TZVPD, the Open Molecules 2025 dataset).

energy above the lowest of the compared OMol25 structures with the same formula, charge and spin = 1.816 eV
F_max = 1.563 eV/Å
SMILES = O[C@H]1C=CC=NSC1
highest occupied orbital energy = -8.46 eV
2S+1 = 1

The geometry in XYZ format:
```
15
C5H7NOS, DFT ωB97M-V/def2-TZVPD
C -0.98 -0.41 -0.38
C -0.12 -1.37 0.43
C 1.94 1.00 0.01
C 0.59 1.56 0.04
C -0.63 1.02 -0.16
H -2.71 -1.40 -0.29
H -0.88 -0.67 -1.44
H -0.55 -2.37 0.39
H -0.10 -1.06 1.46
H 2.71 1.73 0.08
H 0.60 2.63 0.23
H -1.48 1.66 -0.12
N 2.40 -0.19 -0.10
O -2.36 -0.52 0.01
S 1.56 -1.62 -0.18
```



Entry 2:
# C5H7NS

One molecule with the formula C5H7NS in a non-equilibrium geometry (ωB97M-V/def2-TZVPD, the Open Molecules 2025 dataset).

energy above the lowest of the compared OMol25 structures with the same formula, charge and spin = 3.267 eV
F_max = 4.984 eV/Å
SMILES = C1[C@@H]2S[C@@H]2[C@H]2CN12
highest occupied orbital energy = -8.94 eV
2S+1 = 1

The geometry in XYZ format:
```
14
C5H7NS, DFT ωB97M-V/def2-TZVPD
C -0.88 -1.02 -0.10
C -0.85 0.14 -0.94
C 0.36 0.76 -0.92
C 1.18 0.17 0.15
C 0.48 0.20 1.54
H -1.65 -1.03 0.82
H -0.71 -1.92 -0.76
H -1.72 0.78 -0.97
H 0.10 1.76 -1.08
H 2.22 0.11 -0.03
H -0.31 0.88 1.67
H 1.14 0.14 2.48
N 0.40 -0.95 0.75
S 0.22 -0.01 -2.60
```



Entry 3:
# C5H7NS

One molecule with the formula C5H7NS in a non-equilibrium geometry (ωB97M-V/def2-TZVPD, the Open Molecules 2025 dataset).

energy above the lowest of the compared OMol25 structures with the same formula, charge and spin = 2.397 eV
F_max = 3.818 eV/Å
SMILES = CC1=N[C@@H]2C[C@@H]2S1
highest occupied orbital energy = -8.71 eV
2S+1 = 1

The geometry in XYZ format:
```
14
C5H7NS, DFT ωB97M-V/def2-TZVPD
C -0.35 0.95 0.00
C 1.33 -1.64 0.04
C -0.10 -1.27 0.35
C 0.39 -1.39 -1.04
C -0.95 2.23 0.43
N -0.36 -0.02 0.80
S 0.16 0.70 -1.66
H 2.20 -0.89 0.25
H 1.73 -2.59 0.20
H -0.90 -1.93 0.70
H 0.12 -2.10 -1.77
H -1.63 2.73 -0.28
H -0.17 3.06 0.59
H -1.47 2.17 1.42
```



Entry 4:
# C5H7NSe

One molecule with the formula C5H7NSe in a non-equilibrium geometry (ωB97M-V/def2-TZVPD, the Open Molecules 2025 dataset).

energy above the lowest of the compared OMol25 structures with the same formula, charge and spin = 5.887 eV
F_max = 5.850 eV/Å
highest occupied orbital energy = -6.98 eV
2S+1 = 1

The geometry in XYZ format:
```
14
C5H7NSe, DFT ωB97M-V/def2-TZVPD
C 1.04 1.41 -1.49
C 0.26 0.28 -1.96
C -1.71 -0.35 -0.60
C 1.10 2.04 -0.29
C -0.29 0.74 2.35
N -0.78 -0.45 -1.48
Se -0.88 1.34 0.55
H 1.92 1.74 -2.21
H 0.73 -0.12 -2.88
H -2.19 -1.18 -0.18
H 0.57 1.44 2.71
H -1.11 0.81 3.02
H 0.06 -0.26 2.29
H -0.96 -1.26 -2.05
```



Entry 5:
# C5H7O2S

An isolated ion of composition C5H7O2S and charge -1 in a non-equilibrium geometry (ωB97M-V/def2-TZVPD, the Open Molecules 2025 dataset).

energy above the lowest of the compared OMol25 structures with the same formula, charge and spin = 0.703 eV
F_max = 3.121 eV/Å
SMILES = CC1(C)S[C@@H]1C(=O)[O-]
charge = -1
highest occupied orbital energy = -3.78 eV
2S+1 = 1

The geometry in XYZ format:
```
15
C5H7O2S, DFT ωB97M-V/def2-TZVPD
C 2.41 0.48 0.00
C 0.89 -0.35 -0.64
C -0.43 -0.34 0.04
C -0.37 0.45 1.32
C -1.75 -0.43 -0.79
O 2.88 -0.05 0.97
O 2.77 1.40 -0.71
S 0.39 -1.91 0.14
H 1.01 -0.38 -1.72
H -1.03 0.08 2.09
H -0.88 1.38 1.06
H 0.62 0.79 1.48
H -2.73 -0.74 -0.29
H -1.57 -0.89 -1.72
H -2.18 0.51 -1.23
```



Entry 6:
# C5H7O5Pr

C5H7O5Pr as an isolated structure in a non-equilibrium geometry (ωB97M-V/def2-TZVPD, the Open Molecules 2025 dataset).

expectation value of S² = 3.75
F_max = 2.736 eV/Å
charge = +1
highest occupied orbital energy (spin up / spin down) = -11.35 / -11.35 eV
2S+1 = 4

The geometry in XYZ format:
```
18
C5H7O5Pr, DFT ωB97M-V/def2-TZVPD
O 1.49 -0.57 3.52
C 0.54 0.20 3.39
O -0.50 0.34 4.01
O 1.17 2.35 2.05
C 0.70 1.23 2.05
O 0.27 0.80 0.82
C -0.16 -0.57 0.61
C -0.77 -0.67 -0.76
O 0.11 -0.05 -1.69
C -0.22 -0.31 -3.05
Pr 1.06 2.31 -1.05
H -0.90 -0.81 1.38
H 0.74 -1.20 0.69
H -1.76 -0.18 -0.79
H -0.90 -1.73 -1.01
H 0.46 0.28 -3.67
H -0.08 -1.39 -3.24
H -1.26 -0.03 -3.26
```



Entry 7:
# C5H7O6P

One molecule with the formula C5H7O6P in a non-equilibrium geometry (ωB97M-V/def2-TZVPD, the Open Molecules 2025 dataset).

energy above the lowest of the compared OMol25 structures with the same formula, charge and spin = 0.000 eV
expectation value of S² = 2.01
F_max = 5.427 eV/Å
highest occupied orbital energy (spin up / spin down) = -6.37 / -10.39 eV
2S+1 = 3

The geometry in XYZ format:
```
19
C5H7O6P, DFT ωB97M-V/def2-TZVPD
C 1.53 2.03 0.28
C 1.04 1.00 -0.47
C -0.78 -1.23 0.45
C -0.53 0.97 -0.64
C -1.21 0.22 0.53
O 1.93 3.07 0.56
O 2.85 -2.29 -0.41
O 1.65 -0.23 -0.78
O 0.41 -1.38 1.29
O -0.80 0.36 -1.84
O -2.61 0.31 0.43
P 2.58 -1.07 0.33
H -0.37 -1.61 -0.51
H -1.59 -1.84 0.81
H -0.86 2.05 -0.71
H -0.69 0.66 1.51
H 0.23 -1.93 2.07
H -0.18 0.78 -2.41
H -2.59 0.13 -0.50
```



Entry 8:
# C5H7OP

One molecule with the formula C5H7OP in a non-equilibrium geometry (ωB97M-V/def2-TZVPD, the Open Molecules 2025 dataset).

energy above the lowest of the compared OMol25 structures with the same formula, charge and spin = 4.812 eV
F_max = 2.792 eV/Å
highest occupied orbital energy (spin up / spin down) = -8.91 / -6.99 eV
2S+1 = 1

The geometry in XYZ format:
```
14
C5H7OP, DFT ωB97M-V/def2-TZVPD
C -1.33 -0.65 -0.26
C -2.47 0.21 -0.14
C -0.05 -0.31 -0.34
C -2.84 1.23 0.57
C 2.82 -0.12 0.30
O 2.22 1.06 -0.04
P 0.66 1.36 -0.34
H -1.49 -1.70 -0.18
H -3.05 -0.28 -0.92
H 0.52 -1.15 -0.67
H -3.79 1.63 0.81
H 3.80 -0.01 0.79
H 2.84 -0.72 -0.60
H 2.17 -0.54 1.02
```



Entry 9:
# C5H7P

One molecule with the formula C5H7P in a non-equilibrium geometry (ωB97M-V/def2-TZVPD, the Open Molecules 2025 dataset).

energy above the lowest of the compared OMol25 structures with the same formula, charge and spin = 5.017 eV
F_max = 4.938 eV/Å
highest occupied orbital energy = -9.40 eV
2S+1 = 1

The geometry in XYZ format:
```
13
C5H7P, DFT ωB97M-V/def2-TZVPD
C -0.78 1.55 -0.23
C -1.55 2.61 0.12
C -1.61 0.25 -0.05
C -0.34 -0.65 -0.19
C 0.47 0.60 -0.72
P 2.07 1.23 0.14
H -2.23 0.14 0.96
H -2.22 0.15 -0.83
H 0.06 -0.99 0.77
H -0.30 -1.37 -0.89
H 0.39 0.58 -1.87
H 2.43 -0.17 0.42
H 1.43 1.48 1.29
```



Entry 10:
# C5H7P

One molecule with the formula C5H7P in a non-equilibrium geometry (ωB97M-V/def2-TZVPD, the Open Molecules 2025 dataset).

energy above the lowest of the compared OMol25 structures with the same formula, charge and spin = 2.595 eV
F_max = 4.916 eV/Å
highest occupied orbital energy (spin up / spin down) = -7.81 / -7.81 eV
2S+1 = 1

The geometry in XYZ format:
```
13
C5H7P, DFT ωB97M-V/def2-TZVPD
C -0.45 -1.01 -0.05
C -1.82 -0.98 -0.01
C 0.30 0.09 -0.03
C -0.34 1.34 -0.09
C 1.78 0.09 -0.04
P -2.85 0.41 -0.03
H -0.01 -2.05 -0.19
H -2.37 -2.06 0.06
H -0.64 1.76 0.86
H 0.14 2.19 -0.48
H 2.15 0.96 -0.63
H 2.08 -0.85 -0.45
H 2.03 0.10 1.07
```